(1)
10
Properties=species:S:1:pos:R:3:forces:R:3:lowdin_charge:R:1 method="wB97M-V/def2-TZVPD" fmax_ev_per_a=2.2 homo_lumo_gap_ev="8.2 / 8.2" total_charge=0 total_energy_ha=-657.5938 de_lowest_kcal_mol=51.39 smiles="[S-][N+]1=NNNC1"
C -0.047138 -0.879681 0.069362 -0.343 -0.344 0.428 -0.213
N 0.777094 1.264083 0.035208 -1.693 -0.276 0.089 0.049
N -1.180666 -0.007013 -0.106253 -0.359 0.184 -0.293 -0.049
N -0.671045 1.328129 -0.047840 1.803 -0.302 -0.359 -0.051
N 1.127264 0.047734 0.030625 -1.758 1.234 -0.227 -0.726
S 2.640422 -0.508867 -0.022588 1.451 -0.654 0.013 0.540
H -0.056125 -1.368437 1.053583 0.290 0.156 -0.206 0.114
H 0.046570 -1.641140 -0.708599 0.025 0.233 0.110 0.115
H -1.604045 -0.114713 -1.027455 0.368 0.052 0.214 0.112
H -1.032335 1.879905 0.723953 0.216 -0.283 0.231 0.109

***

(2)
47
Properties=species:S:1:pos:R:3:forces:R:3:lowdin_charge:R:1 method="wB97M-V/def2-TZVPD" fmax_ev_per_a=3.0 homo_lumo_gap_ev=5.0 total_charge=+1 total_energy_ha=-1073.5510 de_lowest_kcal_mol=0.00
C 3.476830 1.670128 -0.087494 0.898 0.669 -0.685 -0.034
C 2.215583 2.362569 0.215713 -2.069 -2.114 0.347 0.044
N 1.226096 1.784519 0.885588 2.180 1.160 -1.092 0.082
C -0.097600 2.289747 0.937740 -1.495 -0.009 0.344 -0.133
C -0.629238 3.347059 0.227541 -0.237 -0.029 0.253 0.013
C -1.981226 3.663169 0.458419 0.285 -0.319 0.177 -0.040
C -2.745152 2.902148 1.363945 0.302 0.093 -0.162 -0.042
C -2.199396 1.795292 2.031076 0.297 0.082 -0.135 0.017
C -0.864343 1.474306 1.797115 -0.381 1.258 -0.500 -0.093
C -0.003192 0.422691 2.275607 1.095 -0.653 0.370 -0.090
C 1.273450 0.612224 1.690257 -0.578 -0.984 0.630 -0.104
C 2.308949 -0.283549 1.898300 0.053 -0.060 0.160 0.017
C 2.089190 -1.347565 2.788685 -0.321 0.196 -0.106 -0.036
C 0.843030 -1.517900 3.411214 0.225 0.168 -0.159 -0.037
C -0.216434 -0.637872 3.152273 0.171 0.317 -0.282 0.020
H 3.942879 2.268097 -0.884284 0.075 -0.331 0.235 0.104
H 4.210235 1.623204 0.732413 -0.460 0.028 -0.041 0.079
H 3.288373 0.663412 -0.488054 -0.072 0.243 0.180 0.113
H 1.917057 3.210284 -0.394100 0.148 0.218 0.507 0.141
H 0.001759 3.884595 -0.474866 -0.414 0.202 0.067 0.112
H -2.430794 4.508345 -0.066605 0.128 -0.333 0.192 0.117
H -3.782403 3.185574 1.541854 0.278 -0.124 -0.055 0.117
H -2.772992 1.188739 2.733889 -0.016 0.278 -0.302 0.125
H 3.248064 -0.169219 1.373692 -0.073 -0.209 0.442 0.091
H 2.903461 -2.046486 2.988121 -0.318 0.211 -0.078 0.118
H 0.702687 -2.349942 4.101180 0.019 0.243 -0.192 0.118
H -1.196011 -0.738925 3.618451 0.308 -0.192 -0.051 0.125
C 1.169507 5.414719 4.946604 0.498 -0.366 -0.299 -0.055
O 2.229684 4.829786 4.153895 -0.600 0.039 0.379 -0.091
C 3.025983 3.884293 4.719288 0.339 -0.294 0.835 -0.231
C 2.957466 3.437514 6.058596 -0.358 0.531 -1.073 -0.029
C 3.909169 2.533901 6.548459 0.887 -0.525 -0.676 -0.080
C 4.978117 2.087090 5.748039 -0.425 -0.247 1.004 -0.033
C 5.048306 2.532673 4.436456 -0.469 0.759 -0.467 -0.217
C 4.059705 3.396887 3.885721 0.265 -0.457 0.593 -0.119
C 4.446921 3.681625 2.543441 1.223 -0.358 -0.386 -0.041
C 5.687749 3.064656 2.335064 -1.389 0.471 0.103 -0.109
N 6.023316 2.351353 3.467953 0.184 -0.210 0.190 0.073
H 0.694365 6.121499 4.268724 -0.035 -0.027 0.169 0.089
H 0.448288 4.648330 5.261248 0.162 0.147 -0.056 0.093
H 1.563073 5.942539 5.826348 -0.011 -0.167 -0.242 0.099
H 2.162032 3.804252 6.712399 0.342 -0.155 -0.220 0.104
H 3.814646 2.169923 7.571730 0.111 0.151 -0.274 0.106
H 5.738976 1.401176 6.125060 -0.283 0.233 0.092 0.109
H 3.867982 4.284951 1.853409 0.401 0.064 0.046 0.102
H 6.343393 3.106938 1.465777 -0.224 -0.118 0.364 0.118
H 6.874001 1.798699 3.600089 -0.648 0.520 -0.144 0.167

***

(3)
103
Properties=species:S:1:pos:R:3:forces:R:3:lowdin_charge:R:1 method="wB97M-V/def2-TZVPD" fmax_ev_per_a=2.9 homo_lumo_gap_ev=9.9 total_charge=0 total_energy_ha=-1969.0225 smiles=CC(C)O.CC(C)O.CC(C)O.CC(C)O.CC(C)O.OCCO.OCCO.OCCO.OCCO.O
O -4.773251 3.041879 4.038776 0.124 -0.164 0.126 -0.054
H -5.721761 3.149819 3.968826 -0.259 -0.018 0.024 0.029
H -4.414231 3.649829 3.392456 0.158 0.166 -0.137 0.025
C 8.985089 3.103459 0.260786 0.032 -0.656 -1.786 -0.246
C 7.480979 2.940029 0.417926 1.042 -0.335 2.336 -0.193
O 7.243259 2.743279 1.847766 -1.063 0.623 -0.435 -0.097
O 9.476369 1.778549 0.461436 0.358 -0.358 0.757 -0.080
H 9.480889 3.875159 0.849656 -0.367 -0.125 0.544 0.122
H 9.263839 3.315349 -0.771444 -0.332 0.484 -0.283 0.110
H 7.201949 1.983829 -0.024714 -0.071 0.299 -0.571 0.114
H 6.872079 3.778139 0.078946 0.121 -0.074 0.014 0.116
H 8.036809 2.559489 2.355796 0.235 -0.108 -0.522 0.067
H 10.336479 1.753169 0.887066 0.044 0.236 -0.059 0.086
C 0.030589 6.671389 1.044266 -1.214 0.978 -2.217 -0.259
C 0.807859 6.575069 2.281246 0.815 -1.252 0.176 -0.275
O 0.042809 7.132529 3.318736 0.348 0.543 -0.339 -0.036
O -1.287621 6.185869 1.354276 0.081 -0.562 -0.291 -0.075
H 0.443399 6.210429 0.146936 0.311 -0.690 0.349 0.125
H -0.119161 7.693429 0.696256 0.236 0.564 0.319 0.121
H 1.798269 7.009189 2.144396 0.032 0.094 0.312 0.127
H 0.869159 5.498029 2.437206 0.615 -0.232 0.382 0.123
H -0.750471 7.222269 2.785586 -1.145 0.462 1.279 0.054
H -1.730301 5.948499 0.536176 -0.096 0.089 0.018 0.094
C -10.717861 -1.242561 1.791386 0.023 -0.561 -1.459 -0.270
C -9.535081 -1.788011 0.965576 0.917 0.336 1.062 -0.219
O -8.762201 -2.801431 1.651156 -0.988 -0.339 0.128 -0.090
O -10.351471 -0.448431 2.880476 0.088 -0.275 0.444 -0.046
H -11.407381 -2.047461 2.045936 0.127 -0.291 0.379 0.118
H -11.317231 -0.619221 1.127836 0.187 0.223 -0.203 0.114
H -8.779451 -1.004881 0.903746 -0.513 0.679 -0.716 0.114
H -9.855161 -2.146901 -0.012614 -0.154 0.110 -0.013 0.114
H -8.254401 -3.258151 0.976516 0.078 -0.068 0.094 0.074
H -10.224661 -1.062991 3.607006 0.242 0.191 0.285 0.090
C 0.104209 -6.775471 2.938486 2.006 0.352 0.439 -0.289
C 1.109559 -7.925101 2.782476 -1.119 -1.085 1.616 -0.217
O 1.706849 -8.208871 4.057436 0.792 0.465 -0.112 -0.088
O -0.733151 -6.832231 1.854026 -1.332 0.139 -1.225 -0.049
H 0.619209 -5.815021 2.959066 0.383 0.139 -0.012 0.118
H -0.386691 -6.810051 3.911066 -0.292 -0.557 0.071 0.116
H 1.862379 -7.848761 1.997916 0.000 0.493 0.210 0.122
H 0.519229 -8.818041 2.576896 -0.219 0.071 -0.696 0.114
H 1.237029 -8.927791 4.486416 -0.040 0.091 -0.159 0.079
H -0.994971 -5.936881 1.627286 -0.180 -0.100 -0.136 0.093
C -1.439501 0.127479 -3.101374 -0.167 0.972 -0.150 -0.083
C -1.166171 -0.833331 -2.003474 0.581 0.562 2.800 -0.456
C 0.045469 -0.303081 -1.094254 -0.954 0.162 -1.156 -0.050
O -2.347531 -1.012361 -1.185944 0.251 -0.797 -0.642 -0.070
H -0.499781 0.431509 -3.562454 -0.126 -0.071 -0.380 0.080
H -1.874351 1.017409 -2.646364 0.007 0.232 -0.067 0.082
H -2.171521 -0.230281 -3.825424 0.239 -0.175 -0.062 0.084
H -0.875601 -1.791971 -2.433224 -0.233 -0.243 0.398 0.131
H 0.846379 -0.257791 -1.832224 0.665 -0.200 0.675 0.068
H 0.257429 -0.768601 -0.131724 0.131 -1.160 -0.609 0.070
H -0.065851 0.708889 -0.704844 -0.632 0.532 -0.685 0.065
H -2.446051 -0.284791 -0.567454 0.240 0.179 -0.116 0.079
C 3.073099 -2.595801 -7.406114 0.031 -0.759 1.273 -0.080
C 3.619969 -2.116601 -8.748174 -0.614 -0.653 1.844 -0.494
C 2.837999 -2.709051 -9.922794 1.038 1.635 0.080 -0.047
O 3.488919 -0.723501 -8.547714 -0.392 0.992 -0.289 -0.062
H 3.086879 -3.670861 -7.226824 -0.038 -0.216 -0.533 0.076
H 2.066319 -2.245581 -7.178424 -0.290 -0.020 -0.759 0.079
H 3.584599 -2.215601 -6.521854 0.693 0.330 -0.333 0.072
H 4.685429 -2.337741 -8.811364 0.095 -0.322 -0.233 0.131
H 1.772469 -2.526741 -9.783134 0.027 -0.362 -0.105 0.084
H 3.131129 -3.727851 -10.176204 -0.279 0.030 0.271 0.083
H 3.213529 -2.048551 -10.704344 -0.442 -0.270 -0.817 0.070
H 3.596949 -0.157471 -9.315524 0.168 -0.384 -0.394 0.087
C -5.381881 6.727109 -4.408774 -2.060 0.131 0.795 -0.056
C -6.450681 7.066069 -3.266834 0.249 -2.864 -0.466 -0.371
C -7.969311 7.214359 -3.814264 2.275 0.808 0.660 -0.036
O -6.435081 5.867319 -2.389884 0.194 0.612 -0.804 -0.115
H -5.314231 7.652409 -4.980914 0.403 -0.290 -0.368 0.070
H -5.810421 5.907369 -4.985394 -0.271 0.288 -0.403 0.066
H -4.421431 6.295729 -4.126734 0.017 0.714 0.696 0.067
H -6.027991 7.843069 -2.629874 -0.654 0.634 -0.334 0.117
H -8.172971 6.646129 -4.721864 0.291 -0.328 0.255 0.069
H -8.144271 8.258539 -4.073454 -0.200 0.082 0.155 0.063
H -8.617601 6.903999 -2.994804 -0.144 0.116 -0.213 0.063
H -7.033571 6.018789 -1.654714 -0.091 0.099 0.034 0.064
C 8.985299 -4.230001 1.569076 -0.325 -0.326 -0.677 -0.052
C 8.255739 -4.495991 0.207966 -0.352 0.009 0.550 -0.483
C 6.788039 -4.046991 0.286006 0.166 -0.597 1.006 -0.067
O 8.909019 -3.827891 -0.855294 0.257 -0.005 0.228 -0.053
H 10.050949 -4.173311 1.347106 -0.023 0.696 0.049 0.076
H 8.957349 -5.007831 2.332166 -0.598 -0.367 -0.263 0.070
H 8.513069 -3.358861 2.023176 0.641 0.369 0.036 0.070
H 8.323839 -5.566671 0.015346 -0.118 0.035 -0.348 0.131
H 6.664949 -3.033921 0.668936 0.377 0.207 0.019 0.072
H 6.413839 -4.696151 1.077636 -0.714 0.006 -0.029 0.077
H 6.152299 -4.103251 -0.597604 0.446 -0.438 -0.169 0.077
H 8.874259 -2.913251 -0.565764 0.241 0.423 -0.402 0.083
C -0.336251 -1.814651 7.389826 -0.095 -0.217 0.741 -0.055
C -1.479221 -1.053911 6.705796 0.231 -0.312 -0.610 -0.520
C -2.841851 -1.664261 6.965836 0.562 -0.567 0.678 -0.062
O -1.427841 0.294519 7.081286 0.485 0.841 0.754 -0.043
H -0.470571 -1.750921 8.469636 -0.056 0.253 0.179 0.080
H 0.691559 -1.505701 7.199396 -0.259 0.559 -0.349 0.075
H -0.321661 -2.890561 7.215726 -0.427 -0.023 -0.463 0.072
H -1.357161 -1.083221 5.623046 0.327 -0.288 -0.285 0.127
H -3.175471 -1.570681 7.999296 0.087 0.484 0.094 0.081
H -2.659551 -2.735431 6.879386 -0.704 -0.192 -0.655 0.074
H -3.587071 -1.236481 6.295206 -0.063 -0.397 -0.012 0.080
H -1.976111 0.836369 6.509096 -0.102 -0.130 -0.083 0.091